Entry from OMol25: a cluster of 12 separate species, C66H141F9O33 in total at a distorted geometry (wB97M-V/def2-TZVPD).

ORCA input file:
```
! RIJCOSX wB97M-V def2-TZVPD def2/J DEFGRID3
* xyz 0 1
C -4.373 -8.547 29.314
C -5.579 -7.742 29.784
O -5.105 -6.998 30.909
C -5.767 -5.842 31.255
O -6.629 -5.315 30.649
C -5.212 -5.387 32.619
F -3.904 -5.692 32.637
F -5.370 -4.163 33.016
F -5.777 -6.187 33.554
H -3.980 -8.986 30.275
H -3.656 -7.830 28.977
H -4.609 -9.409 28.636
H -6.339 -8.437 30.079
H -5.956 -7.076 28.981
C -3.870 -15.921 35.285
C -4.003 -17.251 34.647
O -3.674 -18.385 35.542
C -4.503 -18.666 36.532
O -5.628 -18.136 36.636
C -4.008 -19.721 37.539
F -4.037 -20.901 36.913
F -2.783 -19.564 37.932
F -4.835 -19.822 38.556
H -4.568 -15.788 36.103
H -4.095 -15.087 34.614
H -2.871 -15.820 35.777
H -3.346 -17.339 33.771
H -5.028 -17.445 34.278
C -2.303 -15.472 31.073
C -0.949 -14.687 30.822
O -1.278 -13.254 30.669
C -0.725 -12.447 31.538
O -0.161 -12.787 32.514
C -0.800 -10.910 31.075
F 0.460 -10.561 30.778
F -1.537 -10.764 29.982
F -1.204 -10.039 31.989
H -2.036 -16.518 31.288
H -2.936 -15.499 30.197
H -2.964 -15.086 31.840
H -0.546 -14.963 29.852
H -0.228 -14.865 31.600
C -12.093 -12.130 28.235
O -10.905 -12.724 28.729
C -10.499 -12.293 30.004
C -9.037 -12.564 30.223
O -8.121 -11.590 29.723
C -8.253 -11.177 28.413
C -7.606 -12.079 27.306
O -6.177 -12.038 27.401
C -5.475 -13.212 27.138
H -12.300 -12.521 27.200
H -12.023 -11.060 28.077
H -12.981 -12.341 28.787
H -11.088 -12.871 30.797
H -10.748 -11.151 30.055
H -8.875 -13.564 29.765
H -8.839 -12.628 31.272
H -7.855 -10.155 28.327
H -9.320 -11.106 28.110
H -7.923 -11.659 26.331
H -8.012 -13.091 27.243
H -5.874 -13.893 26.367
H -5.388 -13.830 28.053
H -4.456 -12.976 26.836
C 1.313 -8.999 28.099
O 0.286 -8.336 28.801
C 0.761 -7.388 29.744
C -0.356 -6.579 30.334
O -1.038 -5.834 29.308
C -2.260 -5.373 29.807
C -3.068 -4.863 28.648
O -4.326 -4.515 29.179
C -5.207 -4.273 28.086
H 1.730 -9.845 28.692
H 2.179 -8.354 27.808
H 0.818 -9.512 27.273
H 1.438 -6.720 29.221
H 1.323 -8.010 30.563
H 0.135 -5.845 31.014
H -1.088 -7.275 30.849
H -2.150 -4.464 30.481
H -2.771 -6.163 30.430
H -3.272 -5.656 27.907
H -2.524 -4.013 28.172
H -5.275 -5.239 27.630
H -4.871 -3.503 27.382
H -6.171 -3.955 28.489
C 5.893 -14.158 31.128
O 4.653 -13.547 31.174
C 4.689 -12.302 31.798
C 3.625 -11.374 31.304
O 3.715 -10.943 29.943
C 4.998 -10.308 29.667
C 5.146 -9.971 28.194
O 5.398 -11.040 27.300
C 4.298 -11.866 27.062
H 6.348 -14.255 32.112
H 6.633 -13.559 30.587
H 5.777 -15.097 30.654
H 5.675 -11.870 31.648
H 4.628 -12.405 32.900
H 3.730 -10.486 31.968
H 2.659 -11.731 31.427
H 5.816 -10.999 30.073
H 5.059 -9.445 30.351
H 5.963 -9.273 28.093
H 4.220 -9.437 27.982
H 3.340 -11.246 27.040
H 4.174 -12.590 27.857
H 4.466 -12.458 26.143
C -1.859 -19.459 30.286
O -1.041 -18.399 29.821
C 0.306 -18.852 29.490
C 1.123 -17.650 29.030
O 1.596 -16.953 30.223
C 2.555 -15.991 29.914
C 2.091 -14.573 29.584
O 1.262 -14.690 28.411
C 1.024 -13.449 27.768
H -1.615 -19.831 31.266
H -1.895 -20.325 29.616
H -2.875 -19.012 30.263
H 0.134 -19.654 28.703
H 0.637 -19.276 30.435
H 0.578 -16.970 28.333
H 1.937 -17.965 28.425
H 3.083 -16.255 29.050
H 3.232 -15.936 30.773
H 2.980 -13.974 29.480
H 1.546 -14.148 30.482
H 0.440 -12.768 28.402
H 0.381 -13.525 26.836
H 1.980 -13.031 27.487
C 0.796 -21.252 33.764
O 0.407 -20.051 33.165
C -0.079 -19.055 34.043
C 0.124 -17.667 33.427
O 1.166 -17.046 34.051
C 1.550 -15.784 33.481
C 2.316 -14.963 34.508
O 3.637 -15.476 34.632
C 4.305 -14.888 35.713
H 1.192 -21.834 32.959
H -0.028 -21.784 34.194
H 1.473 -21.019 34.576
H 0.495 -19.116 34.956
H -1.186 -19.169 34.273
H -0.735 -17.068 33.555
H 0.270 -17.794 32.376
H 0.685 -15.167 33.262
H 2.104 -15.965 32.571
H 1.820 -14.993 35.502
H 2.477 -13.923 34.292
H 4.441 -13.813 35.544
H 5.313 -15.312 35.809
H 3.658 -14.878 36.567
C 8.369 -9.650 31.498
O 7.656 -10.197 32.599
C 7.286 -9.178 33.552
C 6.313 -9.878 34.542
O 5.839 -8.997 35.449
C 4.699 -9.436 36.137
C 3.386 -8.829 35.741
O 3.196 -9.222 34.405
C 1.892 -9.035 33.830
H 8.851 -10.356 30.812
H 9.240 -9.037 31.797
H 7.687 -9.082 30.893
H 6.654 -8.412 33.131
H 8.225 -8.724 33.964
H 6.804 -10.696 35.063
H 5.538 -10.259 33.898
H 4.950 -9.386 37.208
H 4.561 -10.543 35.974
H 3.503 -7.726 35.689
H 2.513 -9.145 36.358
H 1.554 -7.984 33.981
H 1.088 -9.535 34.361
H 1.896 -9.298 32.749
C -2.626 -11.767 38.797
O -2.344 -11.680 37.391
C -1.654 -12.838 37.006
C -1.390 -12.817 35.513
O -2.540 -12.964 34.711
C -3.264 -11.769 34.337
C -4.104 -12.201 33.146
O -4.812 -11.085 32.662
C -5.657 -11.452 31.560
H -3.536 -12.345 38.956
H -2.827 -10.739 39.188
H -1.830 -12.148 39.390
H -2.254 -13.668 37.338
H -0.651 -12.906 37.450
H -0.708 -13.636 35.372
H -0.848 -11.892 35.246
H -2.564 -10.995 34.068
H -3.852 -11.353 35.148
H -4.911 -12.932 33.472
H -3.409 -12.666 32.415
H -6.266 -10.590 31.390
H -6.291 -12.342 31.695
H -5.188 -11.688 30.572
C -6.369 -14.829 30.160
O -6.884 -14.780 31.464
C -7.135 -16.090 31.972
C -8.088 -16.930 31.098
O -9.372 -16.301 31.123
C -10.051 -16.600 29.905
C -11.497 -16.145 29.965
O -12.051 -16.581 28.741
C -13.450 -16.352 28.630
H -5.599 -15.592 30.104
H -5.937 -13.831 29.975
H -7.137 -15.094 29.358
H -7.528 -15.978 32.976
H -6.165 -16.578 32.064
H -8.187 -17.916 31.541
H -7.714 -16.975 30.109
H -10.103 -17.693 29.727
H -9.541 -16.158 29.073
H -11.553 -15.042 30.072
H -11.983 -16.583 30.846
H -13.678 -16.626 27.575
H -13.621 -15.294 28.789
H -13.989 -16.991 29.351
C -7.297 -17.192 26.477
O -5.956 -16.619 26.343
C -5.013 -17.493 26.972
C -3.637 -16.923 26.812
O -3.529 -15.650 27.329
C -2.255 -15.061 27.031
C -2.262 -14.482 25.597
O -1.546 -13.253 25.491
C -1.553 -12.779 24.160
H -7.544 -17.265 27.538
H -7.226 -18.186 26.080
H -8.018 -16.610 25.880
H -5.020 -18.377 26.390
H -5.317 -17.625 28.010
H -3.569 -16.878 25.699
H -2.924 -17.606 27.261
H -1.458 -15.795 27.137
H -2.217 -14.230 27.686
H -3.327 -14.364 25.339
H -1.892 -15.256 24.960
H -1.335 -13.455 23.371
H -0.834 -11.989 24.172
H -2.527 -12.386 23.950
*
```

Results
**HOMO**: -9.211 eV
**SMILES**: CCOC(=O)C(F)(F)F.CCOC(=O)C(F)(F)F.CCOC(=O)C(F)(F)F.COCCOCCOC.COCCOCCOC.COCCOCCOC.COCCOCCOC.COCCOCCOC.COCCOCCOC.COCCOCCOC.COCCOCCOC.COCCOCCOC
**LUMO energy**: 0.450 eV

Mulliken atomic charge list, values in e, 2 entries:
1 C -0.58
2 C -0.33